Formula: C30H26O3
Source: the Open Molecules 2025 dataset
Level of theory: the ωB97M-V functional and the def2-TZVPD basis

Structure (ORCA input):
```
! wB97M-V def2-TZVPD RIJCOSX def2/J DEFGRID3
* xyz 0 1
C 1.0207 -3.2973 -0.6419
O 1.0728 -1.9751 -0.0843
C 0.6221 -0.8898 -0.7001
C 1.6764 -0.1382 -1.3822
C 1.3465 0.4715 -2.6078
C 2.3475 0.9678 -3.4244
C 3.6914 0.9132 -3.0325
C 4.7492 1.4260 -3.9591
C 4.0106 0.3472 -1.7900
C 3.0223 -0.1572 -0.9564
H 0.7998 -3.9430 0.2087
H 0.2592 -3.3972 -1.4285
H 2.0218 -3.5197 -1.0247
H -0.3396 -0.8949 -1.2387
H 0.2917 0.5263 -2.8820
H 2.1024 1.3997 -4.3927
H 5.7391 1.3409 -3.5041
H 4.7640 0.8584 -4.8981
H 4.5617 2.4751 -4.2179
H 5.0543 0.3025 -1.4833
H 3.2603 -0.5727 0.0215
C 2.3767 2.0492 2.4897
C 2.1572 0.7539 2.9623
C 1.1647 -0.0460 2.3964
C 0.3515 0.4633 1.3793
C -0.7944 -0.2883 0.8167
C -1.0674 -1.7390 1.1404
C -1.9386 -2.5406 0.1903
C -2.4691 -2.1037 -1.0388
C -3.2719 -2.9455 -1.8159
C -3.5905 -4.2322 -1.3713
C -3.0980 -4.6689 -0.1361
C -2.2813 -3.8346 0.6294
O -0.6055 -2.3011 2.1309
C -2.0863 0.3992 0.9242
C -2.2279 1.7917 1.4906
C -1.8455 2.0984 2.7971
C -2.1673 3.3491 3.3365
C -2.9062 4.2678 2.5815
C -3.3255 3.9323 1.2879
C -3.0089 2.6860 0.7558
O -3.1725 -0.1305 0.6436
C 0.6117 1.7500 0.8685
C 1.5891 2.5532 1.4444
H 3.1439 2.6837 2.9471
H 2.7454 0.3460 3.7850
H 0.9572 -1.0512 2.7568
H -2.2897 -1.0925 -1.3924
H -3.6688 -2.5704 -2.7624
H -4.2398 -4.8768 -1.9704
H -3.3577 -5.6556 0.2514
H -1.8995 -4.1790 1.5917
H -1.2848 1.3674 3.3832
H -1.8536 3.5953 4.3547
H -3.1801 5.2360 3.0023
H -3.9207 4.6201 0.6850
H -3.3690 2.3717 -0.2254
H 0.0186 2.1203 0.0231
H 1.7306 3.5777 1.0857
*
```

## Properties
highest occupied orbital energy = -7.6 eV
DFT total energy = -37670.976 eV
maximum force = 2.53 eV Å⁻¹



Formula: C30H27F3N
Source: the Open Molecules 2025 dataset
Level of theory: the ωB97M-V functional and the def2-TZVPD basis

Structure (ORCA input):
```
! wB97M-V def2-TZVPD RIJCOSX def2/J DEFGRID3
* xyz 1 1
F 1.2930 6.1118 1.4443
C 1.2092 4.7421 1.4376
C 2.4018 4.0151 1.4263
C 2.2554 2.6301 1.4276
F 3.4180 1.8896 1.4479
C 1.0438 1.9757 1.4150
C -0.1882 2.7311 1.4132
C -1.4100 1.9791 1.3877
C -2.7633 2.4415 1.3811
C -3.8203 1.4676 1.4210
C -5.1554 1.8236 1.4596
C -5.5451 3.1755 1.4647
C -4.5272 4.1338 1.4034
F -4.8877 5.4609 1.4107
C -3.1789 3.8160 1.3256
C -0.0501 4.1579 1.4490
H 3.3642 4.5015 1.4231
H 0.9722 0.8782 1.4245
H -1.2705 0.8961 1.3838
H -3.5337 0.4155 1.4224
H -5.9285 1.0649 1.4879
H -6.5887 3.4882 1.5054
H -2.4544 4.6162 1.2121
H -0.9303 4.7926 1.4991
C -0.1124 -1.6106 -4.9648
C 0.3348 -0.3877 -4.4409
C 0.6900 -0.3023 -3.0967
C 0.5824 -1.4361 -2.2861
C 0.9891 -1.3198 -0.8380
C 2.4820 -1.6995 -0.6329
C 3.2434 -1.1048 0.3841
C 4.5636 -1.5142 0.5974
C 5.1507 -2.4693 -0.2361
C 4.4031 -3.0558 -1.2570
C 3.0709 -2.6788 -1.4526
C 0.1285 -2.1759 0.0956
C -1.3955 -2.2860 -0.1415
C -1.9228 -2.7130 1.2355
C -0.8023 -2.3275 2.2244
N 0.1923 -1.5818 1.4233
C 0.1492 -2.6615 -2.8046
C -0.2096 -2.7471 -4.1550
H -0.4016 -1.6746 -6.0152
H 0.4245 0.4948 -5.0793
H 1.0453 0.6414 -2.6701
H 0.8547 -0.2763 -0.5295
H 2.7985 -0.3137 1.0011
H 5.1223 -1.0525 1.4066
H 6.1909 -2.7464 -0.1047
H 4.8420 -3.7905 -1.9305
H 2.4866 -3.1502 -2.2512
H 0.5893 -3.1953 0.1244
H -1.7995 -1.2837 -0.3603
H -1.6580 -2.9601 -0.9589
H -2.8506 -2.1911 1.4786
H -2.1082 -3.7878 1.3212
H -1.1784 -1.7055 3.0425
H -0.2931 -3.2092 2.6799
H 1.1274 -1.6776 1.8338
H 0.0922 -3.5467 -2.1604
H -0.5471 -3.7081 -4.5554
*
```

## Properties
highest occupied orbital energy = -10.9 eV
DFT total energy = -41182.766 eV
maximum force = 1.69 eV Å⁻¹



Formula: C30H28AuBN6S4
Source: the Open Molecules 2025 dataset
Level of theory: the ωB97M-V functional and the def2-TZVPD basis

Structure (ORCA input):
```
! wB97M-V def2-TZVPD RIJCOSX def2/J DEFGRID3
* xyz 0 3
Au 7.5470 -10.7837 -10.0544
C 8.3565 -13.6408 -14.9495
C 7.6936 -12.5781 -14.1091
C 6.5691 -11.7767 -14.3942
C 6.4362 -10.9512 -13.2778
N 7.3911 -11.1717 -12.4235
N 8.1919 -12.2281 -12.9432
B 9.2654 -12.8415 -12.0535
N 10.0569 -11.6962 -11.3292
N 9.5747 -10.7167 -10.5329
C 10.5572 -9.9276 -10.1508
C 11.7413 -10.3688 -10.6893
C 11.3804 -11.4878 -11.4219
C 12.3196 -12.3546 -12.2175
C 10.2564 -8.7597 -9.2700
C 10.8715 -8.5797 -8.0139
C 10.5423 -7.4779 -7.2511
C 9.6366 -6.5107 -7.6610
C 9.0321 -6.6723 -8.9128
C 9.3276 -7.7881 -9.7322
N 8.6046 -13.7856 -11.1178
N 7.6039 -13.3487 -10.3354
C 7.3229 -14.3351 -9.4437
C 8.2315 -15.3805 -9.5972
C 9.0271 -15.0279 -10.6708
C 10.0989 -15.7680 -11.3574
C 6.2212 -14.1324 -8.5343
C 4.9855 -14.5578 -8.9534
C 3.8769 -14.5213 -8.1547
C 3.9758 -13.9200 -6.9041
C 5.2128 -13.3549 -6.5604
C 6.3298 -13.4563 -7.3530
C 5.5446 -9.8666 -12.9857
C 4.2499 -9.8543 -13.5705
C 3.2748 -8.8412 -13.3256
C 3.6848 -7.7593 -12.5251
C 4.9199 -7.7663 -11.9443
C 5.8868 -8.7460 -12.2351
H 7.7678 -14.5393 -14.7424
H 9.3717 -13.8991 -14.5390
H 8.3867 -13.3570 -15.9811
H 5.9471 -11.8420 -15.2608
H 10.0873 -13.4689 -12.6253
H 12.7139 -9.9289 -10.5662
H 13.3566 -12.0638 -12.1144
H 12.0745 -12.2585 -13.3110
H 12.2805 -13.4124 -11.9321
H 11.5877 -9.2734 -7.6565
H 10.9240 -7.3785 -6.2498
H 9.3932 -5.7349 -6.9487
H 8.3035 -5.9704 -9.2930
H 8.8338 -7.9660 -10.6513
H 8.1776 -16.3179 -9.1394
H 10.2118 -16.7380 -10.9042
H 10.9953 -15.1959 -11.3856
H 9.8160 -16.0554 -12.4012
H 4.7788 -14.9591 -10.0099
H 2.9626 -14.9181 -8.5335
H 3.1834 -13.9120 -6.1388
H 5.3427 -12.8230 -5.5963
H 7.2206 -13.0021 -7.0320
H 3.9926 -10.6844 -14.1966
H 2.2792 -8.8041 -13.7741
H 2.9966 -7.0617 -12.1077
H 5.1745 -7.0101 -11.2358
H 6.9106 -8.7071 -11.8841
S 7.6490 -10.0762 -7.4959
S 5.9945 -9.0838 -7.2143
S 4.8354 -9.0885 -8.9279
S 5.2171 -10.9349 -9.6655
*
```

## Properties
highest occupied orbital energy (spin up / spin down) = -7.3 / -8.1 eV
expectation value of S² = 2.011
DFT total energy = -88216.362 eV
maximum force = 3.38 eV Å⁻¹



Formula: C30H28BIrN10O3S2
Source: the Open Molecules 2025 dataset
Level of theory: the ωB97M-V functional and the def2-TZVPD basis

Structure (ORCA input):
```
! wB97M-V def2-TZVPD RIJCOSX def2/J DEFGRID3
* xyz 0 1
Ir 1.2761 -0.0187 -0.8399
C -0.7026 0.3528 4.3036
N 0.2318 0.3701 3.1835
C 0.1787 -0.3096 2.0455
N 1.1515 0.0958 1.2434
C 1.7824 1.0693 1.9725
N 1.2465 1.2631 3.1510
C -1.8551 1.3016 4.0811
C -2.0771 2.3803 4.9229
C -3.1454 3.2414 4.6915
C -3.9917 3.0346 3.6171
C -3.7648 1.9544 2.7672
C -2.7040 1.0957 3.0024
C -4.6459 1.7262 1.6209
N -5.7454 2.3127 1.3138
N -6.1824 1.7187 0.1244
C -5.3069 0.8276 -0.1728
O -4.2952 0.7664 0.7281
C -5.2705 -0.0779 -1.3235
C -6.2257 0.0591 -2.3240
C -6.1775 -0.7774 -3.4261
C -5.1834 -1.7388 -3.5313
C -4.2341 -1.8863 -2.5269
C -3.1881 -2.9711 -2.6662
N -1.9877 -2.7111 -1.8839
C -1.1426 -1.6902 -1.9972
N -0.2283 -1.7713 -1.0460
C -0.5634 -2.9106 -0.3798
N -1.6349 -3.5061 -0.8460
C -4.2823 -1.0526 -1.4195
H -0.1302 0.6234 5.1866
H -1.0591 -0.6711 4.4165
H -0.5341 -1.0902 1.8368
H 2.6403 1.6020 1.5991
H -1.4094 2.5585 5.7572
H -3.3091 4.0840 5.3495
H -4.8253 3.6959 3.4227
H -2.5431 0.2628 2.3285
H -6.9843 0.8245 -2.2323
H -6.9088 -0.6701 -4.2158
H -5.1421 -2.3754 -4.4078
H -2.9039 -3.0827 -3.7123
H -3.5604 -3.9308 -2.3124
H -1.2136 -0.9125 -2.7417
H -0.0024 -3.2958 0.4564
H -3.5514 -1.1482 -0.6265
S 1.5136 0.0334 -3.0384
C 0.8227 1.5530 -3.5005
C 0.8518 1.8544 -4.9072
N 0.8819 2.0567 -6.0384
C 0.2940 2.4136 -2.5969
S 0.2699 2.0117 -0.9012
C -0.2717 3.6751 -2.9769
N -0.7386 4.6916 -3.2457
C 6.0515 0.2768 1.3561
C 5.4227 0.0181 0.0012
C 6.2285 0.6983 -1.0962
O 4.1018 0.6136 -0.0104
B 3.2546 -0.2331 -0.7058
O 3.8870 -1.4149 -1.0538
C 5.1209 -1.4825 -0.3004
C 6.1698 -2.1809 -1.1413
C 4.8204 -2.2934 0.9540
H 6.2182 1.3474 1.4799
H 7.0177 -0.2268 1.4342
H 5.4135 -0.0649 2.1694
H 6.2123 1.7745 -0.9233
H 5.7936 0.5088 -2.0782
H 7.2666 0.3625 -1.0995
H 6.2849 -1.7047 -2.1123
H 5.8739 -3.2178 -1.3037
H 7.1357 -2.1781 -0.6307
H 4.0788 -1.7897 1.5777
H 5.7191 -2.4682 1.5471
H 4.4097 -3.2571 0.6511
*
```

## Properties
highest occupied orbital energy = -7.3 eV
DFT total energy = -77796.627 eV
maximum force = 1.34 eV Å⁻¹



Formula: C30H28BrCoN7O3S2
Source: the Open Molecules 2025 dataset
Level of theory: the ωB97M-V functional and the def2-TZVPD basis

Structure (ORCA input):
```
! wB97M-V def2-TZVPD RIJCOSX def2/J DEFGRID3
* xyz 0 2
Co -0.1676 0.2899 -0.5437
O -1.1132 -4.2077 2.8521
C -2.3199 -3.9182 2.2956
C -3.4476 -4.7010 2.5226
C -4.6616 -4.3514 1.9542
C -4.7603 -3.2186 1.1538
C -3.6274 -2.4529 0.9217
C -2.4019 -2.7948 1.4819
C -1.1803 -1.9664 1.1727
O -0.9519 -1.8098 -0.2261
N -1.4553 -0.6102 1.6371
N -0.3167 0.2002 1.4237
C -0.6589 1.4252 1.1251
C 0.3278 2.5418 1.1330
Br 0.7373 3.1733 -0.6269
C 0.8140 3.0924 2.2325
C 1.7073 4.2690 2.3451
C 1.3608 5.4965 1.7858
C 2.2096 6.5870 1.9103
C 3.4150 6.4592 2.5877
C 3.7613 5.2410 3.1565
C 2.9055 4.1547 3.0462
H -1.1356 -5.0833 3.2472
H -3.3652 -5.5863 3.1462
H -5.5331 -4.9667 2.1406
H -5.7096 -2.9424 0.7095
H -3.6667 -1.5813 0.2755
H -0.2939 -2.4056 1.6255
H -1.6976 -0.5879 2.6205
H -1.7069 1.7123 1.1902
H 0.5327 2.6037 3.1657
H 0.4188 5.5995 1.2582
H 1.9278 7.5381 1.4758
H 4.0825 7.3075 2.6767
H 4.6995 5.1355 3.6859
H 3.1724 3.2048 3.4991
C -4.7000 0.1638 -3.0653
S -3.2111 0.0904 -4.0818
C -1.9511 0.1673 -2.8840
S -2.2544 0.7820 -1.2904
N -0.7881 -0.2132 -3.3283
N 0.1706 -0.0867 -2.3584
C 1.3744 -0.2257 -2.6897
C 2.3459 -0.1721 -1.5937
C 3.6875 -0.4049 -1.7598
C 4.5052 -0.4285 -0.6388
C 3.9417 -0.2179 0.6003
C 2.5773 0.0242 0.6791
N 1.8066 0.0622 -0.3941
H -5.5290 0.1826 -3.7719
H -4.7672 -0.7220 -2.4367
H -4.7163 1.0665 -2.4600
H 1.6309 -0.3943 -3.7304
H 4.0739 -0.5915 -2.7545
H 5.5656 -0.6228 -0.7343
H 4.5378 -0.2493 1.5022
H 2.0793 0.1816 1.6255
N 3.0362 -5.6607 2.0228
C 1.9126 -6.0363 1.3051
O 1.5625 -7.2175 1.3217
C 1.2151 -4.9849 0.5752
C -0.1199 -5.1995 0.1251
C -0.7934 -4.2535 -0.5530
C -0.1618 -2.9467 -0.8700
N 1.2220 -2.8123 -0.5153
C 1.7938 -3.7857 0.1793
H 3.5144 -6.3725 2.5426
H 3.2223 -4.6988 2.2268
H -0.5763 -6.1605 0.3442
H -1.8089 -4.4163 -0.9040
H -0.3102 -2.6875 -1.9211
H 2.8504 -3.6133 0.4165
*
```

## Properties
highest occupied orbital energy (spin up / spin down) = -5.9 / -5.9 eV
expectation value of S² = 0.767
DFT total energy = -177474.999 eV
maximum force = 1.49 eV Å⁻¹



Formula: C30H28ClMgN7O4Si
Source: the Open Molecules 2025 dataset
Level of theory: the ωB97M-V functional and the def2-TZVPD basis

Structure (ORCA input):
```
! wB97M-V def2-TZVPD RIJCOSX def2/J DEFGRID3
* xyz 0 1
Mg -0.0577 0.1451 0.0563
O 0.3765 4.1683 4.2293
C 0.1967 3.0289 4.8677
O 0.0719 2.9659 6.0649
C 0.1216 1.7856 4.0365
C 0.1385 0.5036 4.5513
Cl 0.3811 -0.0307 6.1431
N 0.0103 -0.3710 3.5282
N -0.0694 0.2877 2.3538
C -0.0122 1.5784 2.6455
C -0.0751 2.5510 1.4885
O 0.2522 3.7183 1.6844
O -0.4681 2.0324 0.3955
C -0.0975 -1.7936 3.5509
C -0.9650 -2.4172 4.4345
C -1.0721 -3.8009 4.4075
C -0.3282 -4.5496 3.5059
C 0.5291 -3.9074 2.6224
C 0.6465 -2.5260 2.6419
H 0.3104 4.0576 3.2335
H -1.5624 -1.8404 5.1264
H -1.7471 -4.2893 5.0981
H -0.4138 -5.6280 3.4958
H 1.1179 -4.4783 1.9158
H 1.3130 -2.0192 1.9620
C 3.1615 -0.9911 -1.9954
Si 2.4697 -0.2376 -0.4070
C 3.4633 -1.0637 0.9856
C 2.9981 1.5845 -0.3574
C 3.9242 2.0853 0.5611
C 4.2515 3.4356 0.5987
C 3.6601 4.3196 -0.2894
C 2.7370 3.8477 -1.2131
C 2.4108 2.5015 -1.2345
H 4.2528 -0.9244 -2.0130
H 2.7812 -0.4776 -2.8809
H 2.8820 -2.0444 -2.0803
H 4.5300 -0.8792 0.8242
H 3.3334 -2.1489 0.9945
H 3.2091 -0.6842 1.9791
H 4.4007 1.4173 1.2700
H 4.9659 3.7977 1.3280
H 3.9063 5.3734 -0.2555
H 2.2577 4.5326 -1.9012
H 1.6636 2.1598 -1.9468
C -2.4841 -2.6540 0.8735
C -2.9088 -1.3194 0.3718
N -2.1095 -0.3638 -0.0578
C -2.9274 0.6910 -0.4436
C -4.2191 0.3602 -0.2292
N -4.1998 -0.9184 0.2957
C -5.3725 -1.7078 0.6013
N -6.1717 -1.9282 -0.5724
N -7.4853 -1.5867 -0.5479
N -8.0186 -1.8699 -1.6693
C -7.0491 -2.4124 -2.4901
C -7.1334 -2.8678 -3.8101
C -5.9800 -3.3499 -4.3787
C -4.7628 -3.3786 -3.6620
C -4.6654 -2.9341 -2.3646
C -5.8484 -2.4526 -1.7900
H -1.4031 -2.7355 0.8174
H -2.9162 -3.4635 0.2818
H -2.7702 -2.8046 1.9162
H -2.5209 1.6216 -0.7983
H -5.1400 0.8929 -0.3924
H -6.0148 -1.1841 1.3063
H -5.0474 -2.6482 1.0428
H -8.0704 -2.8333 -4.3483
H -5.9939 -3.7115 -5.3978
H -3.8771 -3.7580 -4.1547
H -3.7223 -2.9468 -1.8361
*
```

## Properties
highest occupied orbital energy = -7.5 eV
DFT total energy = -76033.384 eV
maximum force = 0.54 eV Å⁻¹



Formula: C30H28ClN6O4V
Source: the Open Molecules 2025 dataset
Level of theory: the ωB97M-V functional and the def2-TZVPD basis

Structure (ORCA input):
```
! wB97M-V def2-TZVPD RIJCOSX def2/J DEFGRID3
* xyz -1 2
V -1.1385 0.8590 0.1168
C 4.0560 3.8262 3.7038
C 3.2960 2.9158 2.7778
C 3.7456 2.6406 1.4893
C 2.9871 1.8925 0.6153
C 1.7319 1.3464 0.9608
N 0.9157 0.7630 0.0302
C 1.4582 0.0166 -0.9899
C 2.4552 -0.9495 -0.7514
C 2.9151 -1.8041 -1.7325
C 2.3946 -1.7714 -3.0251
C 2.8297 -2.7523 -4.0801
C 1.4149 -0.8250 -3.2868
C 0.9713 0.0625 -2.3131
N 0.0331 1.0547 -2.7163
C 0.0786 1.7896 -3.8509
C -1.0356 2.5954 -3.8650
C -1.7149 2.2773 -2.6786
N -1.0674 1.3417 -2.0012
C 1.3416 1.5421 2.3058
C 2.0880 2.3524 3.1567
N 0.2293 0.8617 2.8877
C 0.1487 0.4724 4.1837
C -1.0359 -0.2038 4.3471
C -1.6233 -0.1959 3.0746
N -0.8554 0.4472 2.2057
H 5.1286 3.7815 3.5075
H 3.7452 4.8681 3.5847
H 3.8968 3.5562 4.7493
H 4.6915 3.0515 1.1507
H 3.3357 1.7388 -0.3983
H 2.8496 -1.0226 0.2549
H 3.6749 -2.5369 -1.4798
H 3.8172 -3.1578 -3.8553
H 2.1376 -3.5963 -4.1548
H 2.8767 -2.2846 -5.0655
H 0.9670 -0.7711 -4.2734
H 0.9076 1.6948 -4.5310
H -1.3030 3.3311 -4.6029
H -2.6016 2.7214 -2.2559
H 1.7078 2.5591 4.1498
H 0.9481 0.6622 4.8760
H -1.4049 -0.6602 5.2489
H -2.5304 -0.6588 2.7205
N -3.4364 0.7885 0.0300
C -4.3045 1.8353 0.6008
C -3.5207 2.7749 1.5124
C -2.4556 3.5111 0.6804
O -2.7355 4.6150 0.2122
O -1.3587 2.8748 0.5109
H -3.7005 0.5975 -0.9299
H -3.5502 -0.1066 0.5096
H -5.1453 1.3908 1.1432
H -4.7279 2.4269 -0.2145
H -3.0479 2.2037 2.3127
H -4.2080 3.5060 1.9419
Cl -0.0451 -7.5360 -1.6527
C -0.6262 -5.9658 -1.1458
C 0.0546 -4.8308 -1.5540
C -0.4094 -3.5898 -1.1471
C -1.5422 -3.4886 -0.3452
C -2.2053 -4.6424 0.0533
C -1.7525 -5.8915 -0.3440
C -2.0388 -2.1332 0.1050
O -3.0678 -2.0738 0.8010
O -1.3456 -1.1583 -0.2981
H 0.9372 -4.9190 -2.1735
H 0.1093 -2.6843 -1.4381
H -3.0822 -4.5394 0.6782
H -2.2593 -6.7966 -0.0381
*
```

## Properties
highest occupied orbital energy (spin up / spin down) = -2.7 / -2.1 eV
expectation value of S² = 0.754
DFT total energy = -86910.396 eV
maximum force = 0.34 eV Å⁻¹